{"formula": "C5H12O2", "method": "ωB97M-V/def2-TZVPD", "species": ["C", "C", "C", "O", "C", "C", "O", "H", "H", "H", "H", "H", "H", "H", "H", "H", "H", "H", "H"], "coordinates": [[2.340, -0.414, 0.566], [1.740, -0.182, -0.811], [0.356, -0.269, -0.297], [0.241, 0.736, 1.530], [-0.789, 0.548, -0.838], [-2.167, 0.044, -0.430], [-2.310, 0.054, 0.980], [3.101, 0.315, 0.846], [1.140, 0.187, 1.541], [2.643, -1.447, 0.744], [1.957, -0.910, -1.613], [1.946, 0.820, -1.205], [0.090, -1.264, 0.057], [-0.465, 0.255, 1.993], [-0.729, 0.463, -1.936], [-0.660, 1.605, -0.594], [-2.299, -0.979, -0.821], [-2.931, 0.678, -0.903], [-3.204, -0.239, 1.191]], "energy_ev": -9469.8715, "gap_ev": [7.4, 7.4], "e_above_lowest_kcal_mol": 121.4}